(1)
Here is a molecular structure, C18H35ORuSbTe from OMol25. Energies are from ωB97M-V with the def2-TZVPD basis set.

XYZ file:
```
57
Properties=species:S:1:pos:R:3:forces:R:3
Ru -0.0115 0.4832 0.0080 -2.95 1.06 -0.68
C -1.4131 1.8880 1.5832 0.30 0.04 0.11
C -2.3290 0.9657 1.0438 0.18 -0.40 0.14
C -2.3720 1.1551 -0.3549 0.20 -0.18 0.28
C -1.5001 2.2067 -0.6800 0.61 0.05 -0.14
C -0.8974 2.6645 0.5211 0.42 0.14 0.14
H -1.2054 2.0381 2.6317 0.10 -0.09 0.01
H -2.8951 0.2390 1.6069 0.06 -0.07 -0.05
H -3.0041 0.6228 -1.0466 0.17 -0.18 -0.05
H -1.3543 2.6378 -1.6562 0.10 -0.10 -0.05
H -0.2457 3.5178 0.6203 0.08 -0.04 -0.06
C -0.3867 -1.8472 -1.7795 -0.11 -0.22 0.10
O -0.6736 -1.2980 -0.5325 0.48 -0.32 -0.28
H 0.6942 -1.9449 -1.9668 0.05 0.03 0.07
H -0.7960 -1.2592 -2.6138 0.00 0.08 0.03
H -0.8197 -2.8581 -1.8495 -0.07 -0.01 0.05
C 2.4450 -4.8501 0.3667 0.06 -0.01 -0.02
C 3.3712 -3.7644 0.9193 -0.12 0.13 -0.10
C 4.1078 -4.3083 2.1403 0.05 -0.02 -0.08
C 4.3955 -3.4089 -0.1605 -0.06 -0.07 -0.04
Sb 2.0473 -1.9591 1.1240 0.15 0.12 0.53
C 3.3821 -0.5661 2.2691 -0.07 -0.28 0.18
C 4.1497 -1.1892 3.4359 0.07 0.09 -0.05
C 2.5513 0.5960 2.8103 -0.01 0.07 -0.06
C 4.3740 -0.0142 1.2478 -0.03 0.10 -0.01
C 0.5791 -2.6956 2.6566 0.21 0.07 -0.02
C 1.1378 -3.5631 3.7799 -0.16 -0.09 -0.04
C -0.4723 -3.4849 1.8698 -0.07 0.17 0.05
C -0.1079 -1.4804 3.2810 -0.10 -0.06 -0.05
H 3.0408 -5.7098 0.0278 -0.01 0.03 0.01
H 1.8600 -4.4917 -0.4854 0.01 -0.01 0.01
H 1.7475 -5.2102 1.1235 0.05 -0.04 0.01
H 4.5323 -5.2931 1.8906 0.00 0.04 0.01
H 3.4685 -4.4384 3.0100 0.01 -0.01 -0.01
H 4.9372 -3.6661 2.4302 0.01 -0.02 -0.01
H 4.9572 -4.3090 -0.4504 -0.02 0.02 0.01
H 5.1169 -2.6717 0.1917 0.02 -0.04 -0.01
H 3.9179 -3.0052 -1.0575 0.02 -0.01 0.02
H 3.5202 -1.8010 4.0823 0.00 0.03 0.03
H 4.5806 -0.3876 4.0533 0.01 -0.03 -0.02
H 4.9797 -1.8035 3.0880 -0.02 -0.01 0.02
H 1.9760 0.3131 3.6909 0.03 0.01 0.03
H 1.8555 0.9956 2.0702 -0.03 0.02 -0.09
H 3.2252 1.4169 3.0962 -0.01 -0.07 0.03
H 5.0028 -0.7941 0.8179 0.04 0.03 0.03
H 5.0330 0.7165 1.7403 -0.02 -0.04 -0.02
H 3.8636 0.4910 0.4251 -0.02 0.00 -0.02
H 1.4959 -4.5262 3.4128 -0.01 0.01 0.01
H 0.3327 -3.7737 4.5002 0.03 -0.01 -0.02
H 1.9457 -3.0769 4.3275 0.00 -0.02 0.01
H -0.0540 -4.3519 1.3593 -0.03 -0.02 0.02
H -0.9463 -2.8475 1.1193 0.02 -0.02 -0.01
H -1.2433 -3.8445 2.5681 0.03 0.00 -0.04
H 0.5105 -1.0100 4.0454 -0.01 -0.03 0.02
H -1.0487 -1.7975 3.7555 0.08 -0.02 0.04
H -0.3704 -0.7237 2.5387 0.01 0.04 -0.04
Te 1.6664 0.8940 -1.8135 0.28 0.16 0.08
```
Forces are in eV/Å.

Molar mass: 617.9 g/mol
Spin multiplicity: 2
HOMO (alpha / beta): -3.02 / -2.84 eV
Electronic energy: -1385.17034 Ha
Total charge: -1

---

(2)
Here is a molecular structure, C30H27N6O4S4Ti from OMol25. Energies are from ωB97M-V with the def2-TZVPD basis set.

XYZ file:
```
72
Properties=species:S:1:pos:R:3:forces:R:3
Ti -0.1880 0.0689 0.0230 -0.33 -0.28 0.55
O 4.2763 0.4283 -0.4685 -0.04 -0.04 -0.03
C 4.4498 1.3447 0.5031 -0.05 0.02 0.03
C 5.7545 1.6491 0.8872 0.05 0.00 0.00
C 5.9934 2.5733 1.8853 -0.02 -0.01 -0.02
C 4.9342 3.2112 2.5247 -0.01 0.00 0.01
C 3.6394 2.9202 2.1396 0.01 0.01 -0.01
C 3.3757 2.0032 1.1228 0.05 -0.01 -0.07
C 1.9841 1.7378 0.7144 -0.17 -0.01 0.02
O 1.7325 0.7150 -0.0756 0.03 -0.07 -0.10
N 1.0141 2.4993 1.1115 0.19 0.03 0.03
N -0.1657 1.9428 0.6512 0.05 -0.03 -0.02
C -1.1896 2.8017 0.5127 -0.11 0.01 -0.09
C -2.2892 2.2269 -0.0880 0.17 0.05 0.12
C -3.5009 2.9049 -0.4093 -0.03 -0.03 -0.01
C -4.4743 2.2645 -1.0990 -0.01 0.11 0.02
C -4.2594 0.9121 -1.4782 0.09 -0.15 0.02
C -3.1090 0.2902 -1.1016 -0.15 0.07 -0.09
N -2.1032 0.8845 -0.3928 0.03 0.06 -0.10
H 3.3162 0.2012 -0.4601 0.06 0.01 -0.01
H 6.5639 1.1252 0.3962 0.01 0.00 -0.01
H 7.0137 2.7878 2.1793 0.01 0.00 0.00
H 5.1207 3.9187 3.3215 0.00 0.01 0.01
H 2.7934 3.3932 2.6196 -0.01 0.01 0.01
H -1.0777 3.8394 0.7954 -0.06 -0.04 0.05
H -3.6033 3.9375 -0.1015 0.00 0.02 0.01
H -5.3973 2.7675 -1.3566 -0.02 0.02 0.00
H -5.0087 0.3524 -2.0204 0.01 -0.02 0.00
H -2.9703 -0.7549 -1.3327 0.01 -0.03 -0.01
C 2.4225 -3.0366 -1.6994 -0.02 0.02 0.03
C 1.1377 -2.2663 -1.7633 0.16 -0.13 -0.07
O 0.6986 -1.6954 -0.7748 0.08 0.23 -0.05
N 0.4859 -2.2160 -2.9414 -0.04 0.00 -0.04
C -0.8001 -1.5405 -3.0641 -0.06 -0.05 0.02
C -0.6477 -0.0528 -3.2642 0.02 -0.01 0.02
C -1.0066 0.5468 -4.4614 0.00 -0.02 -0.04
C -0.7808 1.9009 -4.6398 0.06 0.03 0.12
C -0.1621 2.6060 -3.6207 -0.02 -0.01 -0.13
C 0.1589 1.9410 -2.4512 0.07 -0.01 0.10
N -0.1088 0.6465 -2.2550 0.02 -0.06 -0.05
H 2.4661 -3.5312 -0.7314 -0.01 -0.01 0.00
H 3.2495 -2.3252 -1.7244 0.01 0.01 0.00
H 2.5258 -3.7526 -2.5139 0.00 0.01 -0.01
H 0.8788 -2.6878 -3.7368 0.01 0.00 0.03
H -1.3697 -1.7646 -2.1567 0.02 0.03 -0.04
H -1.3345 -1.9739 -3.9096 0.02 0.01 0.04
H -1.4584 -0.0472 -5.2445 -0.01 -0.03 0.00
H -1.0678 2.3900 -5.5606 -0.01 0.02 -0.02
H 0.0618 3.6587 -3.7189 0.01 0.01 0.03
H 0.6458 2.4477 -1.6279 -0.08 0.03 -0.02
S 2.6998 -1.8161 1.7263 0.13 -0.05 -0.06
C 1.5349 -0.9460 2.5550 -0.08 -0.05 0.21
N 0.3860 -0.4056 2.1461 0.14 0.26 -0.39
C -0.3096 0.2074 3.1848 -0.11 0.00 0.15
C -1.5585 0.8140 3.0826 -0.06 -0.01 -0.11
C -2.1300 1.3923 4.2024 0.00 0.00 0.01
C -1.4814 1.3718 5.4360 0.03 -0.01 -0.01
C -0.2463 0.7556 5.5579 -0.06 0.03 0.00
C 0.3233 0.1767 4.4339 0.00 -0.02 -0.02
S 1.8206 -0.6746 4.2845 0.05 -0.04 -0.10
H -2.0807 0.8070 2.1357 0.01 0.01 0.07
H -3.1003 1.8657 4.1163 -0.01 0.01 -0.01
H -1.9434 1.8302 6.3010 -0.01 0.01 0.02
H 0.2647 0.7225 6.5111 0.02 -0.01 0.03
C -4.9553 -0.6377 1.8757 -0.08 0.04 0.04
O -3.6094 -0.9449 1.5423 0.01 -0.04 -0.04
C -3.3419 -2.0523 0.8370 -0.07 0.14 -0.01
S -4.5273 -3.1312 0.4045 -0.04 -0.07 -0.01
S -1.6871 -2.2005 0.4143 0.12 0.07 -0.03
H -4.9138 0.3441 2.3459 0.02 -0.03 0.01
H -5.3632 -1.3789 2.5644 0.01 0.01 -0.03
H -5.5773 -0.6074 0.9799 0.03 0.00 0.02
```
Forces are in eV/Å.

Energy relative to the best compared isomer or geometry (same formula, charge and spin): 0.328 eV
Molar mass: 711.7 g/mol
HOMO (alpha / beta): -3.55 / -3.54 eV
Electronic energy: -4231.37010 Ha
Total charge: -1

---

(3)
Here is a gas-phase ion, C5H10N2 (charge +1) from OMol25. Energies are from ωB97M-V with the def2-TZVPD basis set.

XYZ file:
```
17
Properties=species:S:1:pos:R:3:forces:R:3
C 2.1063 0.0763 -0.3785 1.20 1.25 -0.76
C 0.7790 -0.4533 -0.9078 -1.27 -2.17 0.23
C -0.5671 0.1432 -0.6124 1.54 0.52 0.20
C -1.6703 -0.5945 -0.2784 -0.81 -0.32 0.25
N -2.9299 -0.1617 0.1314 0.20 -0.92 0.87
C -2.9834 0.8548 0.9054 0.14 0.66 -1.39
N 2.2553 -0.0150 1.0318 -0.80 -0.50 0.60
H 2.9934 -0.4274 -0.8265 -0.78 0.05 -0.09
H 2.2155 1.1146 -0.7770 -0.17 -0.29 0.61
H 0.7507 -1.5497 -0.6985 -0.19 0.64 0.00
H 0.8394 -0.4171 -1.9942 0.34 0.23 -0.47
H -0.6440 1.2271 -0.6842 -0.12 -0.10 -0.13
H -1.6601 -1.6914 -0.2064 0.48 0.41 -0.30
H -3.8456 1.0488 1.5312 -0.25 0.04 -0.27
H -2.2208 1.6235 0.7764 0.38 0.00 1.08
H 3.1070 -0.3813 1.4366 0.21 0.16 -0.38
H 1.4745 -0.3972 1.5512 -0.11 0.33 -0.06
```
Forces are in eV/Å.

Energy relative to the best compared isomer or geometry (same formula, charge and spin): 1.304 eV
Molar mass: 98.1 g/mol
Spin multiplicity: 2
HOMO (alpha / beta): -14.46 / -12.97 eV
Electronic energy: -305.62148 Ha
Total charge: +1

---

(4)
Here is a molecular structure, C46H26Br2Cl4I2N5NaSe from OMol25. Energies are from ωB97M-V with the def2-TZVPD basis set.

XYZ file:
```
87
Properties=species:S:1:pos:R:3:forces:R:3
Na -1.3259 -0.0768 -0.0724 -0.44 -0.42 -0.28
Cl 4.0849 -7.7705 -1.5939 0.12 -0.18 -0.04
C 2.9324 -6.4837 -1.3671 -0.10 0.10 0.02
C 3.3464 -5.3061 -0.7672 0.03 -0.11 -0.03
C 2.4233 -4.2947 -0.5912 0.00 -0.12 -0.06
C 1.1003 -4.4326 -1.0099 0.12 -0.22 0.00
C 0.7131 -5.6258 -1.6075 0.01 0.15 0.08
C 1.6255 -6.6548 -1.7861 0.12 -0.13 -0.03
C 0.2184 -3.2595 -0.7953 -0.03 0.17 -0.02
C 0.1094 -2.3864 -1.8845 0.03 -0.03 0.05
C 0.6596 -2.6667 -3.1925 0.00 -0.04 -0.21
C 0.5270 -1.5280 -3.9160 0.01 -0.21 -0.15
C -0.0840 -0.5559 -3.0367 -0.07 -0.06 0.09
C -0.1961 0.8047 -3.3480 -0.07 0.02 0.06
C 0.4011 1.2085 -4.6478 0.06 0.06 -0.19
C -0.3214 1.3928 -5.8201 0.06 -0.02 0.16
C 0.3165 1.7710 -6.9917 0.06 0.08 -0.15
C 1.6843 1.9704 -6.9856 -0.07 -0.10 0.10
Cl 2.4914 2.4429 -8.4549 0.08 0.07 -0.20
C 2.4308 1.7889 -5.8335 0.00 0.05 -0.12
C 1.7797 1.4117 -4.6762 -0.05 0.02 -0.10
C -0.4671 1.8508 -2.4600 -0.04 -0.03 -0.03
N -0.7200 1.7206 -1.1445 0.19 0.22 -0.06
C -0.5969 2.9485 -0.6006 0.06 0.03 0.06
C -0.5297 3.2400 0.7654 -0.04 -0.11 -0.04
C -0.0313 4.5941 1.1162 0.07 0.16 0.05
C -0.8060 5.7474 1.0947 0.09 -0.07 0.08
C -0.2442 6.9794 1.3897 0.12 0.08 -0.02
C 1.1033 7.0571 1.6880 -0.06 -0.14 -0.01
Cl 1.8284 8.6059 2.0250 0.07 0.22 0.06
C 1.8970 5.9237 1.7206 0.04 0.08 0.01
C 1.3205 4.6999 1.4392 -0.09 0.11 0.04
C -0.6425 2.3325 1.8262 0.11 -0.14 0.07
C -0.5990 2.7075 3.2256 -0.04 -0.01 0.20
C -0.6809 1.5553 3.9313 -0.01 0.18 0.12
C -0.7467 0.4839 2.9566 -0.04 0.03 -0.01
N -0.7614 0.9962 1.7122 0.26 0.33 0.16
C -0.6815 -0.8774 3.2708 0.00 0.15 -0.09
C -0.5685 -1.9386 2.3668 0.03 -0.04 -0.05
C -0.1468 -3.2667 2.7625 0.03 -0.16 0.04
C 0.1502 -3.9241 1.6208 -0.05 -0.14 0.14
C -0.1178 -3.0003 0.5382 -0.04 -0.02 -0.08
N -0.5994 -1.8410 1.0231 0.17 -0.09 0.12
C -0.3909 -1.2084 4.6863 0.05 0.00 0.28
C 0.8956 -0.9634 5.1624 -0.08 -0.04 0.05
C 1.2600 -1.2969 6.4529 0.00 -0.01 0.10
C 0.3124 -1.8693 7.2841 -0.01 0.02 -0.14
Cl 0.7647 -2.2989 8.9101 0.04 -0.07 0.25
C -0.9762 -2.1127 6.8450 0.12 -0.03 0.15
C -1.3199 -1.7856 5.5435 0.01 0.03 -0.05
C -0.3518 3.9326 -1.6362 0.00 0.06 -0.22
C -0.2793 3.2490 -2.7988 0.01 0.25 0.03
N -0.3746 -1.1250 -1.8449 0.19 0.08 0.02
H 4.3716 -5.1835 -0.4483 0.04 -0.04 0.01
H 2.7206 -3.3664 -0.1264 0.02 0.08 0.04
H -0.3095 -5.7553 -1.9315 -0.10 0.04 -0.02
H 1.3258 -7.5855 -2.2467 0.00 -0.04 -0.02
H 1.0935 -3.6036 -3.5027 0.06 0.01 -0.06
H 0.8274 -1.3533 -4.9368 0.06 -0.03 -0.02
H -1.3923 1.2474 -5.8203 -0.07 -0.04 0.06
H -0.2448 1.9142 -7.9039 -0.01 0.02 -0.05
H 3.4996 1.9426 -5.8443 0.06 0.02 -0.03
H 2.3413 1.2698 -3.7652 0.04 -0.02 0.11
H -1.8556 5.6942 0.8547 -0.20 -0.12 -0.07
H -0.8529 7.8697 1.3742 -0.03 0.12 0.01
H 2.9499 5.9977 1.9490 0.06 0.05 0.04
H 1.9232 3.8032 1.4590 0.04 -0.07 -0.02
H -0.5507 3.7165 3.5979 0.03 0.07 0.09
H -0.7078 1.4255 5.0004 0.03 0.07 0.08
H -0.0629 -3.6184 3.7757 0.04 -0.10 0.07
H 0.5129 -4.9305 1.5087 0.06 -0.12 0.05
H 1.6188 -0.5134 4.4979 0.05 0.03 -0.07
H 2.2669 -1.1233 6.8053 0.01 0.01 0.07
H -1.6997 -2.5588 7.5122 -0.02 -0.02 0.04
H -2.3217 -1.9811 5.1920 -0.09 0.02 -0.13
H -0.2534 4.9905 -1.4730 0.06 0.12 -0.08
H -0.0907 3.6345 -3.7859 0.01 0.10 -0.07
Br -3.7881 -0.1483 -1.7697 -0.25 0.11 -0.57
C -3.2754 -1.8274 -2.4998 -0.03 -0.47 -0.39
Br -3.2812 -3.2098 -1.1488 -0.16 -0.07 -0.04
H -2.2543 -1.7315 -2.8509 -0.12 -0.06 0.02
H -3.9622 -2.1247 -3.2915 0.07 0.10 0.22
I -3.9176 2.0655 0.7107 -0.71 1.49 0.16
I -4.6305 4.8620 0.2644 -0.05 0.30 -0.18
Se -4.3070 -2.0403 3.0683 -0.51 -1.22 1.03
C -3.9013 -0.7383 2.0255 0.40 0.83 -1.00
N -3.6083 0.0942 1.2558 0.21 -1.19 0.56
```
Forces are in eV/Å.

Molar mass: 1306.1 g/mol
HOMO: -1.90 eV
Electronic energy: -12190.42141 Ha
Total charge: -2